# 1
ORCA calculation (wB97M-V/def2-TZVPD) on C19H33Cl2N2O3SSn as an isolated structure at a distorted geometry.

```
61
Properties=species:S:1:pos:R:3:forces:R:3:nbo_charge:R:1
O 0.08149 1.67699 -3.70467 -1.38 -0.92 1.27 -0.686
C 0.59425 2.52726 -4.40627 1.42 0.44 -3.69 0.236
C 1.03105 2.19947 -5.79469 -0.82 1.05 2.64 -0.205
C 0.66755 0.95632 -6.36099 0.17 -0.94 -0.85 -0.271
H -0.03540 0.31220 -5.82865 0.30 0.21 -0.06 0.212
C 1.22729 0.55855 -7.57379 -0.36 0.38 0.75 -0.205
H 0.96622 -0.41424 -7.99384 0.06 0.19 0.02 0.181
C 2.11781 1.40748 -8.24362 0.22 -0.43 -0.61 -0.365
H 2.56948 1.09061 -9.17914 -0.02 0.01 0.03 0.177
C 2.41314 2.67474 -7.72207 -0.26 0.82 0.83 -0.252
H 3.08347 3.35387 -8.25752 -0.18 -0.21 0.08 0.179
C 1.85190 3.07988 -6.51120 0.63 0.05 -1.22 -0.234
H 2.04301 4.06890 -6.08441 0.13 -0.23 -0.16 0.184
H 0.74609 3.58859 -4.09201 0.06 -0.13 0.10 0.059
C 3.20985 -0.01311 0.08421 0.77 -0.33 0.06 -0.682
C 2.12183 -0.13467 1.08568 -1.31 -0.38 0.25 -0.332
H 4.20188 -0.17080 0.54915 -0.24 0.12 -0.32 0.178
H 3.21592 0.96188 -0.41246 -0.17 -0.07 0.10 0.240
H 3.08626 -0.76349 -0.70322 0.01 0.10 0.02 0.241
C 2.24396 -0.18307 2.40742 0.80 -0.10 0.43 -0.282
C 3.53004 -0.23429 3.18996 0.39 0.34 0.08 -0.646
H 1.37229 -0.21843 3.05835 -0.21 -0.16 -0.18 0.177
H 4.41274 -0.16591 2.54344 -0.18 -0.01 0.18 0.206
H 3.61335 -1.17389 3.75736 -0.07 0.18 -0.04 0.190
H 3.58546 0.59427 3.91254 0.05 -0.20 -0.06 0.197
Sn 0.07320 -0.61544 0.41517 1.74 1.04 -0.74 1.422
Cl 0.66104 -2.49833 -0.94274 0.56 -1.32 -0.78 -0.616
Cl -0.00310 1.13922 -1.12331 -0.16 0.79 -0.41 -0.519
C 0.33365 -3.02103 2.35092 -1.53 2.88 -0.63 0.550
O -0.37735 -1.97335 2.12915 1.23 -3.42 1.83 -0.705
N 0.22246 -3.72021 3.46220 -0.03 -0.64 0.78 -0.394
C -0.81117 -3.44425 4.46421 0.23 -0.11 0.00 -0.421
C 1.16172 -4.79478 3.77915 -0.24 0.04 -0.12 -0.403
H 1.07512 -3.35039 1.61604 -0.01 0.05 0.06 0.195
H -1.40685 -2.58504 4.15136 0.18 -0.17 0.01 0.250
H -0.33740 -3.24490 5.43691 -0.10 0.05 -0.28 0.198
H -1.45556 -4.32814 4.58458 0.15 0.23 -0.12 0.199
H 1.91089 -4.86320 2.98630 -0.12 -0.01 0.16 0.226
H 0.63063 -5.75160 3.86148 0.12 0.15 -0.02 0.198
H 1.65897 -4.58487 4.73550 -0.08 -0.02 -0.23 0.200
H -2.28695 2.61206 4.43945 0.15 -0.06 -0.15 0.193
H -3.71505 3.78282 2.58856 0.14 -0.01 -0.10 0.194
C -1.43694 2.69519 3.74869 -0.18 0.16 -0.14 -0.422
C -2.80356 3.79801 1.97879 0.19 -0.16 0.04 -0.403
N -1.92004 2.69940 2.36683 -0.35 0.77 0.54 -0.393
H -0.75264 1.85972 3.89262 -0.10 0.13 -0.09 0.253
C -1.55984 1.77739 1.50023 1.63 -2.59 0.54 0.550
O -0.82664 0.78265 1.84579 -1.98 2.98 0.56 -0.715
H -3.07106 3.68851 0.92503 0.05 0.05 0.17 0.228
H -1.92131 1.87325 0.47253 0.11 0.01 0.05 0.205
H -0.92819 3.64552 3.95861 -0.04 -0.22 -0.09 0.201
H -2.29553 4.75867 2.12621 -0.09 -0.16 -0.06 0.203
C -3.62687 -1.31858 1.43083 -0.46 -0.34 -0.02 -0.759
S -2.58752 -1.29513 -0.02726 -0.15 0.16 -0.26 0.253
C -3.83072 -1.30899 -1.31267 -0.77 -0.37 -0.10 -0.766
H -3.01005 -1.17242 2.32343 -0.01 0.00 -0.27 0.237
H -4.10348 -2.31028 1.47187 -0.06 0.37 0.25 0.206
H -4.39421 -0.53393 1.36674 0.17 -0.20 0.11 0.203
H -4.32559 -2.28872 -1.28650 -0.12 0.25 -0.23 0.200
H -4.56319 -0.50752 -1.16192 0.11 -0.11 -0.13 0.202
H -3.32780 -1.18044 -2.27436 0.00 0.02 0.22 0.256
```
Positions in Å, forces in eV/Å.

The net charge is -1. As for the energy above the lowest of the compared OMol25 structures with the same formula, charge and spin: 29.50 kcal/mol. The gap between HOMO and LUMO (spin up / spin down) comes out at 3.83 / 1.64 eV. For the maximum force, the calculation gives 4.07 eV/Å.


# 2
ORCA calculation (wB97M-V/def2-TZVPD) on C19H33FFeO19 as an isolated structure at a distorted geometry.

```
73
Properties=species:S:1:pos:R:3:forces:R:3:mulliken_spin:R:1
Fe -1.72107 2.26615 -1.37496 2.38 0.12 -1.56 4.271
C 0.38616 -0.93068 -0.64437 -0.37 -0.24 -0.70 0.001
C -0.18302 0.35854 -1.07754 -0.37 1.11 0.45 -0.054
O -0.72163 0.59356 -2.19668 -0.27 -0.28 -0.12 0.195
O -0.33590 1.31910 -0.22926 -0.69 -0.04 0.19 0.192
H -0.40595 -1.28763 0.02162 0.29 -0.36 0.14 0.003
H 1.33450 -0.87293 -0.12534 -0.04 0.22 0.15 0.000
H 0.46386 -1.58721 -1.50704 0.08 -0.11 0.08 0.003
C 0.50674 5.33055 -2.60700 -0.45 0.40 -0.16 0.006
C -0.38115 4.26593 -2.08444 0.18 -0.88 0.87 -0.025
O -1.08048 3.48397 -2.81805 -0.20 0.19 -0.49 0.237
O -0.41970 3.98129 -0.85039 -0.78 0.01 -0.05 0.140
H 1.52402 5.08330 -2.31136 0.06 0.09 -0.07 0.003
H 0.22198 6.27879 -2.14786 0.13 -0.08 0.22 0.002
H 0.40923 5.47189 -3.67914 0.11 -0.31 -0.06 0.003
C 4.45564 1.97437 -0.06813 -1.42 0.61 -1.31 0.000
C 3.76648 0.62396 -0.24169 1.23 0.50 1.15 -0.001
O 4.73627 -0.22346 0.32321 -0.60 -0.37 0.00 0.000
C 5.95660 0.38788 0.32288 -0.12 0.23 -0.23 0.000
O 6.95535 -0.12203 0.67208 0.38 -0.18 0.04 0.000
O 5.82341 1.65708 -0.14695 0.06 0.03 0.59 0.000
F 3.60213 0.26601 -1.54882 -0.38 0.12 -0.11 0.000
H 4.12567 2.47959 0.84111 0.48 -0.42 0.42 0.000
H 4.14832 2.64974 -0.87151 0.43 -0.14 -0.21 0.000
H 2.83866 0.57145 0.32200 -0.09 -0.30 -0.15 0.002
C -3.14757 -1.96967 5.34852 0.13 0.68 0.67 0.000
O -2.20888 -2.94161 4.90775 0.18 -0.13 -0.53 0.000
C -1.04880 -2.44917 4.46448 -0.38 -0.05 0.43 0.000
O -0.63574 -1.34138 4.69059 0.04 0.16 -0.20 0.000
O -0.43393 -3.39466 3.76570 0.08 0.11 -0.20 0.000
C 0.91920 -3.09916 3.37026 -0.16 -0.90 0.87 0.000
H -4.09767 -2.47853 5.45596 -0.05 0.00 -0.19 0.000
H -3.17979 -1.11566 4.67184 -0.22 -0.23 -0.24 0.000
H -2.86518 -1.53979 6.31322 0.10 -0.27 0.03 0.000
H 1.36224 -2.42689 4.09789 0.06 0.28 -0.31 0.000
H 0.96203 -2.75171 2.34354 -0.03 0.22 0.02 0.000
H 1.40489 -4.06697 3.48386 0.24 0.09 -0.36 0.000
C 2.01297 0.42760 5.26885 0.80 -0.76 -0.47 0.000
O 1.64096 1.73438 4.84557 -0.42 0.13 0.15 0.000
C 1.97173 2.04880 3.59862 -0.43 -0.59 0.14 0.000
O 2.71137 1.41182 2.89109 0.12 0.22 -0.50 0.000
O 1.27256 3.12538 3.27557 -0.54 0.10 0.34 0.001
C 1.27833 3.66659 1.97649 1.36 1.20 -0.35 -0.001
H 1.82102 -0.30541 4.48313 -0.01 0.25 -0.08 0.000
H 1.42994 0.09956 6.12126 -0.09 0.60 0.18 0.000
H 3.08402 0.41782 5.47097 -0.06 -0.08 0.23 0.000
H 0.53728 4.45973 1.97895 -0.42 -0.36 -0.10 0.000
H 1.17936 2.98204 1.13864 -0.38 -0.39 0.34 -0.001
H 2.21646 4.21857 1.82061 0.08 -0.25 0.01 0.000
C -6.38897 1.44739 -3.97437 -0.21 -0.41 -0.45 0.001
O -5.24219 1.86686 -3.20552 0.17 -0.11 0.41 0.001
C -4.03420 1.50547 -3.52891 -0.67 0.09 0.01 0.000
O -3.08465 1.84190 -2.81925 0.24 0.05 1.04 0.018
O -3.92117 0.81460 -4.61841 -0.05 0.20 -0.12 0.003
C -2.61375 0.41551 -5.06435 0.59 -0.55 -0.47 0.002
H -6.26435 0.44612 -4.38068 0.25 0.06 0.00 0.000
H -6.54218 2.15569 -4.78323 -0.08 0.04 0.04 0.000
H -7.23713 1.40854 -3.30059 0.09 0.35 0.15 0.000
H -2.47901 -0.63577 -4.81727 0.03 0.09 0.23 0.000
H -1.81719 1.02193 -4.64530 -0.16 0.05 0.18 -0.002
H -2.59774 0.49013 -6.14805 -0.24 0.19 0.03 0.000
C 0.67873 -5.23105 0.26287 -0.07 -0.69 0.14 0.000
O -0.38790 -4.55336 -0.41541 -0.05 0.12 0.06 0.000
C -0.16145 -4.29376 -1.69380 0.29 0.24 -0.36 0.000
O 0.85087 -4.51080 -2.30486 -0.04 -0.01 0.06 0.000
O -1.24355 -3.69310 -2.21597 0.26 0.10 0.52 0.000
C -1.10116 -3.30757 -3.56829 -1.08 -0.22 -1.17 0.000
H 0.19725 -5.81201 1.04466 0.01 0.13 0.11 0.000
H 1.40240 -4.54438 0.69589 -0.09 0.19 -0.14 0.000
H 1.18614 -5.91781 -0.40987 0.04 0.11 -0.07 0.000
H -0.97606 -4.16740 -4.22880 0.37 -0.07 0.23 0.000
H -0.33399 -2.56900 -3.79208 0.21 -0.05 0.44 0.001
H -2.08167 -2.90902 -3.84417 0.14 0.19 0.17 0.000
```
Positions in Å, forces in eV/Å.

The net charge is +1. As for the expectation value of S²: 8.76. As for the energy above the lowest of the compared OMol25 structures with the same formula, charge and spin: 0.00 kcal/mol. The gap between HOMO and LUMO (spin up / spin down) comes out at 8.81 / 6.65 eV. The spin multiplicity is 6. For the maximum force, the calculation gives 2.84 eV/Å.


# 3
ORCA calculation (wB97M-V/def2-TZVPD) on a 2-piece molecular cluster, C19H33IN2O2 overall at a distorted geometry.

```
57
Properties=species:S:1:pos:R:3:forces:R:3:nbo_charge:R:1
C -2.09253 0.75588 4.58733 -0.92 -0.81 -0.23 -0.618
C -1.72136 -0.74072 4.08384 0.87 1.28 0.98 -0.443
C -0.17106 -0.85698 3.78082 1.37 -0.79 -2.29 -0.027
C 0.39431 -1.54865 2.68049 -1.14 1.19 1.17 -0.100
C -0.51500 -2.31638 1.62446 0.99 -1.60 0.92 -0.329
I -0.50922 -1.36122 -0.35127 0.06 0.07 0.70 0.081
C -0.03471 -3.84868 1.40918 -1.10 -0.10 -0.21 -0.427
C -1.02466 -4.64440 0.40197 1.16 -0.11 -0.12 -0.635
C 1.98942 -1.50908 2.51909 0.55 -0.31 -0.10 0.544
O 2.66375 -2.46999 2.12763 -1.79 2.53 0.78 -0.507
C 2.66324 -0.12309 2.95894 -2.14 0.29 1.96 -0.242
C 2.11098 0.54864 4.07955 1.27 -1.15 -2.55 -0.067
C 2.76137 1.93749 4.47743 0.39 -0.65 0.36 -0.248
N 2.27405 2.53042 5.74853 -0.76 1.23 -0.84 -0.633
C 1.94402 3.99659 5.58535 -0.19 0.39 0.25 -0.429
C 0.88324 -0.15491 4.76706 -1.07 -0.70 0.92 0.536
O 0.67545 -0.24752 5.98855 0.86 0.77 -2.94 -0.520
H -2.10828 1.49449 3.72101 0.36 -0.90 1.17 0.213
H -1.44214 1.08689 5.45329 -0.80 -0.32 -1.18 0.223
H -3.18042 0.68232 4.94422 1.56 0.27 -0.33 0.217
H -2.39280 -0.93783 3.19414 1.12 -0.12 1.04 0.228
H -1.94501 -1.43091 4.95575 0.11 0.63 -1.18 0.236
H -1.60227 -2.39248 1.94931 1.55 0.49 -0.38 0.233
H 0.99814 -3.92062 0.95081 -1.15 0.26 1.03 0.241
H -0.09386 -4.32955 2.45093 0.37 0.66 -1.49 0.215
H -0.56898 -4.54679 -0.64540 -0.99 0.00 1.38 0.219
H -2.08292 -4.24089 0.41198 1.22 -0.57 0.01 0.209
H -0.99957 -5.77002 0.62513 -0.21 1.69 -0.12 0.220
H 3.53061 0.30705 2.36602 -1.11 -0.86 0.92 0.243
H 3.89149 1.77182 4.60779 -1.57 0.10 -0.39 0.213
H 2.63982 2.66983 3.61371 -0.06 -1.04 0.88 0.201
H 1.39303 2.11944 6.07311 0.71 -0.31 -0.30 0.370
H 2.19836 4.54458 6.55442 -0.53 -0.68 -1.31 0.207
H 2.53897 4.49208 4.75809 -0.52 -0.75 0.98 0.194
H 0.83373 4.14067 5.32039 1.53 -0.03 0.45 0.181
C -0.86727 -1.83824 -5.16423 0.06 0.02 -0.07 -0.616
C -1.43588 -0.42978 -5.03113 0.15 -0.12 -0.03 -0.214
N -0.46471 0.55518 -4.57009 0.05 0.24 0.30 -0.454
C -1.07103 1.82685 -4.18449 -0.18 -0.13 0.21 -0.207
C -1.76237 2.64437 -5.27477 -0.03 0.29 -0.07 -0.635
C 0.76306 0.66483 -5.35067 0.12 -0.33 0.00 -0.218
C 0.63322 1.00728 -6.83479 0.18 0.13 -0.21 -0.638
H -0.42067 -2.17370 -4.22503 0.02 0.07 -0.05 0.212
H -1.66806 -2.53604 -5.42383 0.05 0.08 0.01 0.212
H -0.11329 -1.90162 -5.95245 -0.02 -0.02 0.06 0.201
H -2.25123 -0.48379 -4.30259 0.06 0.26 0.02 0.196
H -1.88853 -0.13957 -5.98860 -0.10 -0.05 -0.07 0.158
H -0.31704 2.45282 -3.69707 0.12 -0.13 -0.11 0.192
H -1.81029 1.62215 -3.40000 0.05 -0.16 -0.09 0.189
H -1.04103 3.14080 -5.92505 -0.08 -0.07 -0.04 0.200
H -2.36682 3.43224 -4.81518 0.03 -0.06 -0.01 0.211
H -2.43218 2.04078 -5.89022 0.06 0.00 0.03 0.205
H 1.30688 -0.28193 -5.26706 -0.15 -0.01 0.02 0.193
H 1.42787 1.39554 -4.87790 -0.24 0.03 0.11 0.196
H -0.15893 0.44200 -7.32944 0.00 0.01 0.06 0.204
H 1.56925 0.76831 -7.34884 -0.06 0.00 0.04 0.211
H 0.45116 2.07064 -6.99085 -0.10 -0.07 -0.05 0.202
```
Positions in Å, forces in eV/Å.

The net charge is 0. The gap between HOMO and LUMO comes out at 7.17 eV. For the maximum force, the calculation gives 3.19 eV/Å.